Density functional theory data (the ωB97M-V functional and the def2-TZVPD basis) for a structure of composition C5H13O3 in a non-equilibrium geometry.

Each line ends with the natural charge from an NBO analysis.
Atoms and positions in Å:
C (3.177, 0.384, -0.647)  -0.2715
O (3.065, 1.102, 1.024)  -0.6415
C (1.687, 0.467, -1.081)  -0.3905
C (0.905, -0.479, -0.153)  -0.3971
C (-0.539, -0.499, -0.501)  -0.4526
C (-1.436, -1.148, 0.456)  -0.0079
O (-2.778, -1.025, 0.287)  -0.8435
H (3.522, -0.675, -0.914)  0.2245
H (3.870, 1.104, -0.984)  0.2243
H (3.260, 0.121, 0.503)  0.3832
H (1.600, -0.040, -2.072)  0.2001
H (1.281, 1.548, -1.124)  0.2266
H (1.100, -0.335, 0.894)  0.2250
H (1.380, -1.443, -0.288)  0.1680
H (-0.947, 0.505, -0.616)  0.2046
H (-0.747, -0.760, -1.508)  0.1821
H (-1.283, -2.267, 0.488)  0.1100
H (-1.004, -0.696, 1.441)  0.0808
H (-4.102, 1.407, -0.222)  0.4131
H (-3.077, 0.169, 0.361)  0.4713
O (-3.739, 1.049, 0.639)  -1.1089

Atoms 1-6, force components in eV/Å:
C -2.406 1.075 -2.579
O 0.898 -2.368 -2.403
C 0.680 0.388 0.025
C 0.568 0.138 -0.676
C -0.517 1.565 -1.099
C -0.351 -2.014 2.401

As for the charge: -1.


Density functional theory data (the ωB97M-V functional and the def2-TZVPD basis) for a structure of composition C28H45BrN2P2Sr in a non-equilibrium geometry.

Each line ends with the Löwdin charge.
Atoms and positions in Å:
N (-6.678, 5.178, -5.834)  0.0801
C (-6.535, 5.800, -4.654)  -0.1014
C (-5.545, 5.429, -3.712)  0.0087
C (-4.636, 4.385, -4.041)  -0.2135
C (-4.835, 3.740, -5.288)  -0.0033
C (-5.854, 4.168, -6.145)  -0.1076
C (-3.573, 3.970, -3.143)  -0.0160
Sr (-0.155, 2.743, -0.979)  1.4554
P (5.369, -0.521, -1.028)  0.9315
C (-2.477, 3.243, -3.563)  -0.0878
C (-2.006, 2.008, -2.985)  -0.3296
C (-0.821, 1.390, -3.498)  -0.1025
C (-0.420, 0.124, -3.094)  -0.1291
C (-1.047, -0.502, -1.983)  -0.4502
C (-2.007, 0.272, -1.280)  -0.1732
C (-2.554, 1.434, -1.789)  -0.1086
Br (1.267, -0.072, -0.444)  0.1837
H (-3.693, 4.285, -2.106)  0.1217
H (-1.983, 3.567, -4.501)  0.1372
H (-5.475, 5.974, -2.771)  0.1139
H (-4.202, 2.913, -5.589)  0.1084
H (-7.221, 6.628, -4.432)  0.1204
H (-6.005, 3.674, -7.114)  0.1216
H (-0.287, 1.944, -4.288)  0.1382
H (-3.417, 1.923, -1.305)  0.1375
H (0.447, -0.326, -3.600)  0.1286
H (-2.329, -0.066, -0.280)  0.1145
P (-1.058, -2.234, -1.513)  0.9584
C (4.724, 1.158, -0.737)  -0.4779
C (5.840, 2.147, -1.094)  -0.1909
H (4.460, 1.227, 0.329)  0.0737
H (3.821, 1.284, -1.355)  0.0198
H (5.566, 3.164, -0.795)  0.0598
H (6.771, 1.876, -0.582)  0.0634
H (6.051, 2.151, -2.172)  0.0686
C (4.653, -1.094, -2.615)  -0.4511
C (5.503, -2.218, -3.220)  -0.1736
H (4.626, -0.215, -3.275)  0.0748
H (3.630, -1.424, -2.381)  0.0362
H (5.174, -2.419, -4.244)  0.0643
H (6.565, -1.946, -3.254)  0.0676
H (5.416, -3.152, -2.655)  0.0653
C (4.499, -1.580, 0.182)  -0.4752
C (5.338, -1.866, 1.432)  -0.1701
H (4.256, -2.519, -0.348)  0.0742
H (3.565, -1.045, 0.431)  -0.0302
H (4.731, -2.464, 2.116)  0.0622
H (6.246, -2.433, 1.192)  0.0719
H (5.629, -0.949, 1.949)  0.0642
C (-0.689, -2.604, 0.208)  -0.3657
C (-1.114, -4.004, 0.660)  -0.1002
H (-1.135, -1.831, 0.851)  0.0725
H (0.394, -2.472, 0.295)  0.0345
H (-2.137, -3.981, 1.044)  0.0787
H (-1.062, -4.735, -0.159)  0.0778
H (-0.442, -4.337, 1.459)  0.0937
C (0.136, -3.033, -2.569)  -0.3093
C (-0.326, -3.116, -4.018)  -0.1093
H (0.273, -4.034, -2.130)  0.1106
H (1.086, -2.495, -2.452)  0.0839
H (-1.216, -3.746, -4.108)  0.0804
H (-0.560, -2.133, -4.439)  0.0663
H (0.474, -3.557, -4.614)  0.0947
C (-2.721, -2.791, -1.933)  -0.3025
C (-3.855, -2.398, -0.980)  -0.1144
H (-2.675, -3.880, -2.067)  0.1071
H (-2.964, -2.366, -2.919)  0.1098
H (-4.397, -1.522, -1.357)  0.0808
H (-4.595, -3.203, -0.892)  0.0940
H (-3.523, -2.165, 0.038)  0.0616
C (-0.342, 0.614, 4.645)  -0.0642
C (-1.300, 0.583, 3.432)  -0.1991
C (-0.961, 1.489, 2.350)  -0.1613
N (-0.756, 2.195, 1.434)  0.0250
H (0.623, 0.155, 4.417)  0.0859
H (-0.774, 0.064, 5.499)  0.0954
H (-0.184, 1.647, 4.963)  0.0869
H (-1.364, -0.435, 3.019)  0.1175
H (-2.312, 0.823, 3.778)  0.1351

Atoms 1-6, force components in eV/Å:
N 0.192 -0.010 0.222
C 0.777 -0.624 0.407
C -0.141 -0.157 -0.775
C -0.515 1.213 -0.796
C 0.008 0.382 0.154
C 0.108 0.211 0.562

As for the charge: +2.


So what do the calculations give for ΔE to the lowest compared entry with this formula, charge and spin? Going down the list: 115.1; 0.0 kcal/mol.
So what do the calculations give for highest occupied orbital energy? Going down the list: -0.1255; -0.4130 Eh.